20
Properties=species:S:1:pos:R:3 method="wB97M-V/def2-TZVPD" multiplicity=1 homo_energy_ev=-10.190 charge=0 gap_ev=11.077 e_lumo_ev=0.89 relative_energy_kj_mol=94.9
C 0.264 2.331 -0.699
C -0.267 1.071 -0.036
C 0.063 0.990 1.440
O -1.662 0.997 -0.327
H 1.339 2.296 -0.839
H 0.083 3.178 -0.032
H -0.179 2.503 -1.676
H 0.187 0.241 -0.560
H 0.222 1.977 1.887
H 0.971 0.436 1.644
H -0.776 0.583 2.006
H -1.999 0.146 -0.011
C 0.861 -2.665 0.549
C 0.599 -2.441 -0.978
H 1.306 -1.789 0.986
H 1.426 -3.544 0.638
H -0.065 -3.003 1.019
H 0.982 -1.437 -1.182
H -0.457 -2.396 -1.206
H 1.284 -3.052 -1.558